Record 1
{
  "formula": "C4H4O3",
  "method": "the ωB97M-V functional and the def2-TZVPD basis",
  "elements": ["C", "C", "C", "C", "O", "O", "O", "H", "H", "H", "H"],
  "positions_angstrom": [[0.8524, 0.6135, 0.1092], [1.5827, -0.4098, -0.3614], [-1.7255, 0.4810, -0.0957], [-0.4620, 0.2526, 0.6488], [-1.9148, 1.3776, -0.8743], [1.0291, -1.6393, -0.3664], [-0.2022, -1.6229, 0.3612], [1.1277, 1.6153, -0.1722], [2.6163, -0.3403, -0.8175], [-2.2170, -0.5756, -0.0524], [-0.6868, 0.2479, 1.6209]],
  "forces_ev_per_a": [[0.413, -0.235, -0.366], [0.249, 0.358, -0.233], [0.622, -2.020, -2.051], [1.528, -2.759, -3.712], [-0.607, -0.246, 0.795], [0.194, -0.037, 0.402], [-0.022, 3.411, 0.335], [0.006, 0.237, 0.353], [-1.579, -0.257, 0.466], [-0.683, 1.812, -0.136], [-0.122, -0.264, 4.147]],
  "charge": 0,
  "largest_force_ev_per_a": 4.87,
  "homo_ha": -0.3342
}

Record 2
{
  "formula": "C6H12O",
  "method": "the ωB97M-V functional and the def2-TZVPD basis",
  "elements": ["C", "C", "O", "C", "C", "C", "C", "H", "H", "H", "H", "H", "H", "H", "H", "H", "H", "H", "H"],
  "positions_angstrom": [[2.9235, -0.2715, -0.5085], [1.7406, -0.8573, -0.3595], [0.7760, -0.7587, -1.3072], [-0.5845, -0.8171, -0.8837], [-0.8681, -0.0699, 0.4294], [-2.3469, 0.3379, 0.4786], [0.0696, 1.1380, 0.5989], [3.6867, -0.3787, 0.2528], [3.1309, 0.3397, -1.3826], [1.4652, -1.3927, 0.5526], [-0.9096, -1.8668, -0.8132], [-1.1371, -0.3555, -1.7106], [-0.6988, -0.7662, 1.2627], [-3.0197, -0.5188, 0.3344], [-2.5687, 1.0714, -0.3068], [-2.5941, 0.7980, 1.4419], [1.1264, 0.9135, 0.4026], [-0.2040, 1.9314, -0.1018], [0.0125, 1.5233, 1.6200]],
  "forces_ev_per_a": [[0.112, -0.307, -0.127], [0.314, -0.314, -0.002], [0.195, 0.092, -0.093], [-0.168, 0.013, 0.042], [0.110, -0.013, 0.040], [0.016, 0.025, -0.001], [-0.070, 0.207, 0.006], [-0.105, -0.043, -0.108], [0.002, -0.156, 0.111], [0.129, -0.057, -0.240], [0.073, 0.164, 0.025], [0.065, -0.053, 0.164], [0.071, 0.110, -0.102], [0.192, 0.129, 0.037], [0.058, -0.110, 0.106], [0.057, -0.085, -0.142], [-0.758, 0.249, 0.294], [-0.122, 0.057, 0.077], [-0.171, 0.089, -0.086]],
  "charge": 0,
  "largest_force_ev_per_a": 0.85,
  "smiles": "C=COCC(C)C",
  "homo_ha": -0.3196
}

Record 3
{
  "formula": "C5H10O2",
  "method": "the ωB97M-V functional and the def2-TZVPD basis",
  "elements": ["C", "C", "O", "C", "C", "C", "O", "H", "H", "H", "H", "H", "H", "H", "H", "H", "H"],
  "positions_angstrom": [[1.8096, -0.7485, 1.2273], [0.7166, -0.6595, -1.6712], [0.0730, 0.3805, -1.2871], [-0.9147, 0.4876, -0.3940], [-1.2023, 1.8659, 0.0959], [-1.7187, -0.6527, -0.0712], [-2.6019, -0.6597, 0.7761], [2.0816, -0.3297, 2.1977], [1.6908, -1.8316, 1.3147], [2.5946, -0.5235, 0.5011], [1.4759, -0.4809, -2.4196], [0.5360, -1.6285, -1.2217], [0.8582, -0.3031, 0.9220], [-1.8592, 1.7621, 0.9639], [-0.2888, 2.3835, 0.4105], [-1.7155, 2.4919, -0.6452], [-1.5352, -1.5538, -0.6994]],
  "forces_ev_per_a": [[0.028, 0.012, 0.096], [0.586, -1.307, -0.467], [-0.503, 1.391, 0.235], [-0.348, -0.124, 0.111], [-0.005, -0.050, 0.150], [0.161, 0.006, -0.237], [0.031, 0.050, -0.004], [0.008, -0.100, -0.074], [0.039, 0.153, 0.015], [-0.146, -0.018, 0.122], [-0.144, -0.020, 0.073], [0.057, 0.150, -0.090], [0.232, -0.097, 0.111], [0.061, 0.063, -0.140], [-0.116, -0.107, -0.092], [0.096, -0.146, 0.045], [-0.035, 0.145, 0.146]],
  "charge": 0,
  "largest_force_ev_per_a": 1.51,
  "homo_ha": [-0.2945, -0.3007]
}

Record 4
{
  "formula": "C6H22IN8O6",
  "method": "the ωB97M-V functional and the def2-TZVPD basis",
  "elements": ["I", "C", "C", "O", "O", "H", "H", "H", "H", "H", "H", "C", "O", "N", "N", "H", "H", "H", "H", "C", "O", "N", "N", "H", "H", "H", "H", "C", "O", "N", "N", "H", "H", "H", "H", "C", "O", "N", "N", "H", "H", "H", "H"],
  "positions_angstrom": [[3.0534, 1.7053, -0.4315], [-0.8379, 3.2218, 5.2748], [0.1781, 2.0663, 5.6451], [1.3783, 2.6928, 5.3857], [-1.1610, 3.1809, 3.9026], [-0.5260, 4.2660, 5.2534], [-1.8274, 3.1620, 5.7281], [0.1137, 1.1986, 4.9885], [0.1782, 1.6383, 6.6475], [1.4710, 2.5848, 4.4363], [-0.2879, 3.1700, 3.5036], [0.1570, -1.9211, -6.4610], [-0.4990, -2.8096, -6.9183], [0.8740, -1.0355, -7.1671], [0.3885, -1.8282, -5.1686], [0.7680, -0.9822, -8.1701], [1.4899, -0.5448, -6.5346], [0.7549, -1.0245, -4.6789], [0.0396, -2.5787, -4.5898], [3.7770, -4.2257, 2.2900], [4.0070, -5.3416, 2.6376], [3.2953, -3.1984, 2.9189], [4.4299, -3.7497, 1.2421], [3.4779, -2.2422, 2.6499], [3.2191, -3.5049, 3.8783], [4.2371, -2.8310, 0.8695], [5.0992, -4.3481, 0.7794], [-2.8420, -2.6953, 2.0565], [-2.4171, -3.7929, 1.7944], [-4.0919, -2.3869, 2.3917], [-2.1982, -1.5800, 1.8957], [-4.5085, -1.5757, 1.9575], [-4.6990, -3.1911, 2.3224], [-1.2584, -1.6959, 1.5444], [-2.5006, -0.6389, 2.1028], [-1.9199, 4.1394, -4.5768], [-2.7854, 4.3341, -5.4365], [-0.6357, 4.1904, -4.6833], [-2.1979, 3.5558, -3.4305], [-0.0850, 3.7865, -3.9392], [-0.3996, 4.4527, -5.6297], [-3.1886, 3.3746, -3.3547], [-1.5202, 3.0022, -2.9261]],
  "forces_ev_per_a": [[-0.151, -0.089, 0.028], [-1.863, -0.819, 0.069], [-1.379, 1.361, -0.035], [2.329, -0.062, -0.384], [0.123, -1.197, -1.382], [1.050, -0.200, 1.999], [0.141, -0.143, 0.604], [-0.823, 0.004, -0.231], [-0.258, 0.622, 0.282], [0.864, 0.243, -0.076], [-0.155, 0.153, -0.937], [0.635, -0.362, -0.986], [-1.630, -1.511, -1.302], [0.244, 0.934, -0.140], [0.147, -0.032, 3.830], [0.373, 0.275, 0.478], [0.358, 0.593, -1.407], [-0.060, -0.168, -0.256], [-0.042, 0.286, -0.166], [3.621, 0.774, -2.295], [-1.106, -2.930, 1.834], [-3.291, 1.136, 4.100], [1.584, 0.510, -4.142], [0.003, -0.423, 0.364], [-0.618, 1.169, 0.355], [0.257, -0.312, -0.160], [-0.466, 0.177, -0.115], [-0.576, -0.437, -1.130], [0.442, -1.206, 0.413], [-4.057, -1.021, 1.111], [4.247, 2.849, -0.934], [0.227, -0.061, 0.160], [-0.132, 0.068, 0.161], [-0.023, 0.363, 0.080], [-0.097, -0.524, 0.138], [-2.710, -1.793, -1.062], [0.702, 1.052, 0.192], [3.196, 1.617, -2.263], [-2.796, -0.917, 3.056], [0.603, 0.459, -0.843], [1.274, -0.206, 0.416], [0.299, -0.382, 0.547], [-0.488, 0.148, 0.028]],
  "charge": -1,
  "largest_force_ev_per_a": 5.38,
  "homo_ha": -0.1625
}

Record 5
{
  "formula": "C52H32MnN5O2",
  "method": "the ωB97M-V functional and the def2-TZVPD basis",
  "elements": ["Mn", "C", "C", "C", "C", "C", "C", "C", "C", "C", "C", "C", "C", "C", "C", "C", "C", "C", "C", "C", "N", "C", "C", "C", "C", "C", "C", "C", "C", "C", "C", "C", "C", "N", "C", "C", "C", "C", "C", "N", "C", "C", "C", "C", "C", "C", "C", "C", "N", "H", "H", "H", "H", "H", "H", "H", "H", "H", "H", "H", "H", "H", "H", "H", "H", "H", "H", "H", "H", "H", "H", "H", "H", "H", "H", "H", "H", "O", "C", "N", "C", "O", "C", "C", "C", "C", "C", "C", "H", "H", "H", "H"],
  "positions_angstrom": [[0.2220, 0.0363, 0.6443], [0.4541, -7.5749, 0.9836], [0.8046, -6.9716, 2.1817], [0.8232, -5.5873, 2.2890], [0.4823, -4.7991, 1.1966], [0.1370, -5.4096, -0.0086], [0.1249, -6.7913, -0.1144], [0.4414, -3.3096, 1.2560], [1.6239, -2.6056, 1.1147], [2.9031, -3.2359, 0.9965], [3.8117, -2.2515, 0.8156], [3.0947, -1.0095, 0.8384], [3.6764, 0.2444, 0.6786], [5.1407, 0.3398, 0.4417], [5.6082, 0.9375, -0.7317], [6.9658, 1.0273, -0.9922], [7.8837, 0.5191, -0.0841], [7.4325, -0.0738, 1.0852], [6.0738, -0.1624, 1.3473], [2.9316, 1.4242, 0.6859], [1.5620, 1.5253, 0.6877], [1.2789, 2.8673, 0.6346], [0.0227, 3.4622, 0.5837], [-0.0481, 4.9148, 0.2807], [-0.6131, 5.8204, 1.1762], [-0.7110, 7.1647, 0.8503], [-0.2552, 7.6160, -0.3791], [0.3168, 6.7229, -1.2740], [0.4281, 5.3816, -0.9436], [-1.1680, 2.7614, 0.7375], [-2.4740, 3.3477, 0.6418], [-3.3667, 2.3573, 0.8490], [-2.6146, 1.1531, 1.0588], [-1.2732, 1.4201, 0.9860], [-3.1908, -0.0965, 1.2618], [-2.4550, -1.2711, 1.3484], [-3.0273, -2.5510, 1.6332], [-2.0126, -3.4481, 1.6231], [-0.8132, -2.7184, 1.3452], [-1.0987, -1.3864, 1.1930], [-4.6721, -0.1680, 1.3780], [-5.3208, 0.4463, 2.4484], [-6.7048, 0.4590, 2.5208], [-7.4600, -0.1381, 1.5215], [-6.8226, -0.7781, 0.4689], [-5.4374, -0.7970, 0.3998], [2.4932, 3.6220, 0.6630], [3.5129, 2.7333, 0.7039], [1.7585, -1.2454, 1.0249], [0.4390, -8.6544, 0.9056], [1.0609, -7.5784, 3.0410], [1.0878, -5.1153, 3.2276], [-0.1150, -4.7802, -0.8544], [-0.1422, -7.2577, -1.0541], [3.0673, -4.3003, 1.0222], [4.8695, -2.3568, 0.6495], [4.8910, 1.3190, -1.4469], [7.3066, 1.4926, -1.9082], [8.9442, 0.5785, -0.2917], [8.1444, -0.4650, 1.8010], [5.7279, -0.6001, 2.2754], [-0.9683, 5.4677, 2.1366], [-1.1429, 7.8591, 1.5597], [-0.3423, 8.6630, -0.6402], [0.6648, 7.0739, -2.2370], [0.8609, 4.6784, -1.6436], [-2.6850, 4.3750, 0.4047], [-4.4408, 2.4231, 0.8269], [-4.0732, -2.7217, 1.8261], [-2.0598, -4.5086, 1.8072], [-4.7276, 0.9220, 3.2198], [-7.1975, 0.9435, 3.3543], [-8.5408, -0.0905, 1.5564], [-7.4070, -1.2553, -0.3073], [-4.9444, -1.2792, -0.4360], [2.5473, 4.6971, 0.6959], [4.5668, 2.9410, 0.7655], [-1.2860, 2.2340, -2.1822], [-0.9382, 1.0885, -2.3887], [-0.2623, 0.2592, -1.5210], [-0.0665, -0.9635, -2.1068], [0.4517, -1.9112, -1.5295], [-0.6205, -0.9377, -3.4964], [-0.6933, -1.8912, -4.4892], [-1.3373, -1.5377, -5.6736], [-1.8795, -0.2704, -5.8459], [-1.7933, 0.6894, -4.8385], [-1.1631, 0.3272, -3.6689], [-0.2625, -2.8745, -4.3511], [-1.4235, -2.2626, -6.4735], [-2.3804, -0.0258, -6.7741], [-2.2060, 1.6821, -4.9640]],
  "forces_ev_per_a": [[-0.336, 0.365, -0.156], [0.006, -0.028, -0.011], [0.035, -0.007, 0.065], [-0.038, 0.036, -0.005], [-0.023, -0.041, -0.050], [0.008, 0.025, 0.051], [0.010, -0.016, -0.009], [-0.071, 0.051, -0.005], [-0.119, -0.096, -0.001], [0.067, 0.050, -0.060], [-0.016, -0.101, -0.046], [0.050, 0.220, -0.085], [-0.190, 0.017, 0.033], [0.162, 0.037, -0.106], [-0.074, -0.086, 0.067], [0.023, 0.013, -0.002], [-0.016, -0.018, -0.048], [0.064, -0.024, 0.039], [-0.100, 0.121, 0.068], [0.067, -0.137, 0.089], [0.076, 0.005, -0.060], [-0.173, 0.102, 0.061], [-0.049, -0.170, -0.032], [-0.042, 0.100, 0.015], [0.067, -0.030, 0.004], [-0.006, 0.003, 0.031], [0.023, 0.060, -0.016], [-0.006, 0.028, 0.005], [-0.055, -0.006, -0.003], [0.122, -0.008, -0.024], [-0.032, -0.028, -0.002], [0.042, 0.022, 0.009], [-0.017, -0.145, -0.033], [0.245, -0.166, 0.081], [0.103, 0.036, -0.042], [-0.066, 0.179, 0.068], [0.054, -0.057, -0.003], [-0.094, 0.036, -0.014], [0.130, 0.003, -0.036], [0.201, -0.070, -0.129], [-0.110, 0.086, 0.031], [0.046, -0.043, -0.031], [-0.039, 0.023, 0.022], [0.000, 0.018, -0.002], [-0.036, -0.021, 0.001], [0.013, 0.011, -0.060], [0.139, -0.043, 0.052], [-0.058, 0.056, -0.074], [-0.286, 0.165, 0.032], [0.001, 0.005, -0.005], [0.002, -0.005, -0.012], [0.006, 0.008, -0.006], [0.002, -0.016, -0.009], [-0.002, 0.002, 0.005], [0.007, 0.011, -0.001], [0.016, 0.027, 0.022], [-0.010, 0.014, -0.018], [-0.001, -0.016, -0.004], [0.001, 0.018, 0.020], [-0.017, 0.001, 0.009], [-0.002, -0.039, -0.008], [-0.012, -0.022, -0.001], [-0.008, -0.001, -0.014], [0.000, -0.006, 0.009], [0.024, -0.024, 0.004], [-0.040, -0.022, -0.015], [0.058, 0.045, 0.001], [-0.012, -0.019, 0.003], [0.016, -0.030, 0.012], [0.011, 0.000, -0.015], [-0.009, 0.014, 0.000], [0.018, 0.010, -0.006], [0.003, -0.069, 0.032], [0.016, 0.013, -0.013], [0.028, 0.017, 0.013], [0.000, -0.006, -0.038], [0.033, -0.018, -0.012], [0.014, -0.043, -0.017], [0.144, 0.169, 0.045], [0.159, -0.438, 0.523], [0.072, -0.068, 0.262], [-0.102, -0.011, -0.323], [-0.168, 0.176, -0.141], [0.067, -0.028, 0.036], [0.011, -0.103, -0.021], [-0.021, 0.108, 0.027], [-0.016, 0.037, -0.034], [0.008, -0.193, -0.013], [-0.022, -0.008, 0.007], [0.018, 0.004, 0.006], [0.022, -0.015, -0.011], [-0.020, -0.010, 0.024]],
  "charge": 0,
  "largest_force_ev_per_a": 0.70,
  "spin_multiplicity": 5,
  "homo_ha": [-0.2562, -0.2614]
}

Record 6
{
  "formula": "C16H26O5",
  "method": "the ωB97M-V functional and the def2-TZVPD basis",
  "elements": ["C", "O", "C", "C", "C", "O", "C", "C", "O", "C", "C", "O", "C", "C", "C", "C", "C", "C", "C", "O", "C", "H", "H", "H", "H", "H", "H", "H", "H", "H", "H", "H", "H", "H", "H", "H", "H", "H", "H", "H", "H", "H", "H", "H", "H", "H", "H"],
  "positions_angstrom": [[5.1988, -1.4276, -1.8406], [4.9483, -0.3852, -0.9219], [3.6659, -0.4121, -0.3640], [3.4468, 0.9346, 0.3350], [2.0340, 1.1089, 0.9170], [1.7656, 0.1758, 1.9359], [0.9451, 1.0663, -0.1677], [-0.3673, 1.6096, 0.3940], [-0.2719, 3.0124, 0.4946], [-1.6000, 1.2376, -0.4599], [-1.4796, 1.7473, -1.8918], [-2.7460, 1.8589, 0.1169], [-3.3915, 1.1024, 1.1209], [-4.0265, -0.1576, 0.5847], [-3.8169, -1.3861, 1.1950], [-4.4057, -2.5302, 0.6834], [-5.1992, -2.4568, -0.4482], [-5.4055, -1.2347, -1.0669], [-4.8244, -0.0912, -0.5512], [3.4730, -1.5345, 0.4714], [4.3988, -1.6592, 1.5420], [4.5324, -1.3472, -2.7072], [6.2324, -1.3114, -2.1586], [5.0610, -2.4092, -1.3774], [2.9142, -0.5589, -1.1586], [4.1811, 1.0309, 1.1354], [3.6417, 1.7190, -0.3949], [1.9835, 2.0896, 1.4026], [1.9122, -0.7076, 1.5673], [0.7921, 0.0375, -0.4990], [1.2496, 1.6831, -1.0115], [-0.5059, 1.1798, 1.4014], [-1.1773, 3.3415, 0.5848], [-1.7319, 0.1465, -0.4608], [-1.2078, 2.7995, -1.8852], [-2.4351, 1.6342, -2.3964], [-0.7241, 1.1842, -2.4305], [-2.6976, 0.8564, 1.9366], [-4.1650, 1.7708, 1.5144], [-3.1920, -1.4476, 2.0750], [-4.2393, -3.4816, 1.1670], [-5.6548, -3.3504, -0.8487], [-6.0229, -1.1733, -1.9512], [-4.9769, 0.8663, -1.0275], [4.3578, -2.7015, 1.8538], [5.4092, -1.4131, 1.2087], [4.1216, -1.0158, 2.3817]],
  "forces_ev_per_a": [[-0.033, -0.113, 0.001], [-0.081, 0.175, 0.180], [-0.233, 0.491, -0.267], [-0.147, -0.448, 0.104], [0.242, 0.263, -0.584], [-0.156, -0.374, 0.373], [-0.182, 0.311, 0.636], [-0.352, -0.653, -0.120], [0.045, 0.372, -0.022], [0.498, 0.021, -0.132], [-0.172, -0.112, 0.394], [-0.029, 0.199, -0.199], [-0.095, 0.029, 0.246], [0.115, 0.052, 0.017], [-0.017, 0.148, -0.005], [-0.040, -0.137, 0.011], [-0.004, -0.118, 0.017], [-0.048, 0.057, -0.071], [0.019, 0.025, 0.041], [-0.130, -0.095, -0.080], [0.098, 0.003, 0.092], [0.043, -0.021, 0.006], [-0.032, -0.070, -0.064], [0.041, 0.028, -0.046], [0.182, 0.017, 0.113], [0.048, 0.069, 0.017], [0.027, 0.038, -0.027], [0.036, -0.091, -0.104], [0.037, 0.075, 0.028], [0.047, -0.081, -0.082], [-0.028, -0.001, -0.178], [0.017, 0.016, -0.183], [0.084, -0.010, 0.084], [0.044, 0.096, 0.031], [0.039, 0.093, -0.069], [-0.059, -0.046, -0.083], [0.110, -0.032, -0.104], [-0.102, 0.014, -0.040], [0.125, -0.109, 0.055], [0.083, 0.007, 0.078], [0.012, -0.080, 0.030], [-0.031, -0.071, -0.031], [-0.052, 0.003, -0.068], [-0.020, 0.092, -0.074], [0.050, 0.044, 0.043], [-0.027, -0.047, 0.062], [0.026, -0.027, -0.027]],
  "charge": 0,
  "largest_force_ev_per_a": 0.75,
  "smiles": "COC(C[C@H](O)C[C@@H](O)[C@H](C)OCc1ccccc1)OC",
  "homo_ha": -0.3435
}